[1]
155
Properties=species:S:1:pos:R:3:forces:R:3:lowdin_charge:R:1 method="wB97M-V/def2-TZVPD" homo_ev=-10.17 total_charge=+1 gap_ev=5.933 lumo_energy_ev=-4.23
C 11.236248 -1.705022 0.097251 -0.52 -0.25 0.56 -0.121
C 10.398489 -3.067684 0.120798 0.68 0.31 -0.64 -0.250
C 9.908441 -3.508630 -1.331125 0.37 0.05 0.84 -0.210
C 9.932918 -5.097316 -1.524240 -0.03 1.14 0.00 -0.193
C 8.536871 -5.690562 -1.989745 0.29 0.06 0.55 -0.207
C 7.977157 -6.788496 -0.999406 0.85 -0.86 -0.43 -0.217
C 6.935134 -7.768273 -1.667810 0.21 0.55 -0.36 -0.214
C 5.512407 -7.126762 -1.922973 -0.22 -1.16 -0.16 -0.196
C 4.393233 -7.627693 -0.904547 -0.10 0.40 -0.43 -0.196
C 3.027704 -7.997896 -1.627556 -0.22 -0.25 0.85 -0.212
C 1.756541 -7.568327 -0.772170 0.53 0.10 -0.82 -0.208
C 0.417569 -7.689394 -1.632976 0.89 -0.11 0.79 -0.189
C -0.799517 -8.040641 -0.691940 -0.35 -0.50 -1.04 -0.176
C -2.148861 -7.282868 -1.038577 0.57 0.40 0.17 -0.101
C -1.897373 -5.732111 -1.062894 -0.48 -0.11 0.72 -0.092
N -1.814287 -5.193658 -2.325955 0.34 0.90 1.60 0.129
C -1.583553 -3.850995 -2.555567 1.09 1.33 1.68 -0.126
P -1.499859 -3.373409 -4.369068 -2.03 -1.73 -3.03 0.576
O -2.438501 -4.329298 -5.047728 0.93 0.57 1.34 -0.302
O -2.042098 -1.850913 -4.671563 1.16 -1.64 1.35 -0.117
O -0.004707 -3.670938 -4.984789 -1.16 1.43 1.43 -0.132
C -1.399196 -2.948292 -1.443296 -0.40 -0.95 0.30 -0.059
C -1.131865 -1.472501 -1.732042 0.76 2.37 -0.56 -0.203
C -1.942099 -0.361819 -1.184160 1.15 -0.19 -0.60 -0.024
C -1.615772 1.023182 -1.458664 1.60 -1.15 -1.15 -0.031
C -0.458240 1.338284 -2.320404 -0.39 -1.81 0.35 -0.039
C 0.341889 0.273359 -2.901017 -1.75 -0.75 1.28 -0.042
C -0.006546 -1.113871 -2.595875 -0.91 0.72 0.65 -0.068
C -1.468689 -3.468615 -0.037298 -0.71 -1.36 -0.98 -0.040
C -1.246448 -2.521385 1.193205 0.44 -0.78 0.52 -0.198
C 0.304546 -2.445839 1.588625 -0.16 -0.34 -0.91 -0.682
C 1.283786 -2.482031 0.364834 1.07 0.75 0.97 -0.148
Br 0.621099 -0.771062 2.622501 -0.22 -0.80 -0.47 0.671
C -1.752840 -4.911153 0.152152 0.27 1.26 -1.97 -0.052
C -1.892337 -5.537874 1.576172 0.07 0.32 -0.65 -0.133
C -3.346236 -5.465272 2.185334 -0.51 -1.40 0.37 -0.630
C -4.322606 -6.588678 1.650377 0.09 1.00 -1.21 -0.135
Cl -4.201035 -3.878845 1.849210 0.52 -0.74 0.34 0.655
H 10.818212 -0.975906 0.844630 0.41 -0.61 -0.76 0.064
H 11.201262 -1.220923 -0.914638 0.19 -0.45 0.95 0.064
H 12.292310 -1.917687 0.419241 -0.95 0.36 -0.59 0.070
H 11.105836 -3.852602 0.500829 -0.87 0.58 -0.19 0.092
H 9.526894 -2.976256 0.815140 0.75 -0.22 -0.50 0.098
H 10.590707 -2.991367 -2.056304 -0.67 -0.63 0.44 0.096
H 8.880615 -3.090117 -1.480844 0.80 -0.41 -0.05 0.096
H 10.298509 -5.528768 -0.552743 -0.57 0.14 -0.92 0.096
H 10.735261 -5.294589 -2.282896 -0.80 -0.13 0.64 0.106
H 8.695602 -6.097911 -3.026563 -0.54 0.21 1.00 0.112
H 7.796871 -4.846793 -2.025715 0.63 -0.75 -0.27 0.092
H 7.612961 -6.329919 -0.039780 0.12 -0.31 -0.94 0.117
H 8.860462 -7.431509 -0.704713 -0.85 0.64 -0.22 0.109
H 7.347036 -8.047178 -2.679201 -0.21 0.25 0.99 0.105
H 6.877378 -8.739985 -1.098103 -0.16 1.07 -0.41 0.107
H 5.174471 -7.470053 -2.944903 0.35 0.45 0.95 0.101
H 5.591916 -6.011384 -1.970164 -0.15 -0.89 0.17 0.105
H 4.774789 -8.525534 -0.340500 -0.41 0.96 -0.52 0.109
H 4.173153 -6.813979 -0.165594 0.28 -0.72 -0.43 0.098
H 2.982668 -9.113323 -1.753689 0.04 0.96 -0.13 0.115
H 2.959797 -7.535511 -2.650430 0.10 -0.30 0.97 0.109
H 1.673803 -8.161142 0.179900 0.17 0.37 -0.96 0.114
H 1.958792 -6.502062 -0.464338 -0.54 -0.88 -0.22 0.101
H 0.316397 -6.724258 -2.192292 -0.17 -0.76 0.46 0.096
H 0.563180 -8.495724 -2.408289 -0.25 0.79 0.82 0.119
H -0.544138 -7.912019 0.388521 -0.13 0.08 -0.95 0.094
H -1.013814 -9.139383 -0.839744 0.15 1.10 0.36 0.129
H -2.571106 -7.610665 -2.031061 0.58 0.38 0.89 0.136
H -2.901074 -7.579312 -0.270051 0.56 0.56 -0.66 0.089
H -1.910626 -5.812617 -3.142400 -0.15 0.40 0.29 0.164
H -2.899902 -1.786360 -4.196427 0.40 0.22 -0.47 0.107
H -0.071984 -3.958748 -5.916997 -0.27 0.12 0.43 0.107
H -2.801147 -0.630219 -0.515928 0.81 0.48 -0.80 0.116
H -2.188483 1.887583 -1.041044 0.48 -1.10 -0.31 0.109
H -0.176680 2.398945 -2.531734 -0.43 -1.08 0.30 0.106
H 1.206420 0.479406 -3.575088 -0.90 -0.13 0.74 0.113
H 0.591847 -1.964626 -3.017786 -0.39 1.05 0.40 0.109
H -1.687691 -1.509752 1.044724 0.59 -0.88 -0.13 0.086
H -1.750668 -2.946559 2.105151 0.31 0.45 -1.16 0.077
H 0.557618 -3.274851 2.302470 -0.31 0.82 -0.70 0.087
H 1.215915 -1.530492 -0.231756 -0.17 -1.15 0.42 0.073
H 1.215876 -3.405014 -0.262873 -0.27 0.78 0.47 0.079
H 2.328865 -2.475555 0.794774 -1.03 -0.07 -0.47 0.087
H -1.609161 -6.625092 1.532249 -0.25 1.12 0.14 0.111
H -1.149183 -5.009732 2.233417 -0.82 -0.60 -0.51 0.119
H -3.263969 -5.645149 3.295384 -0.04 0.78 -1.05 0.113
H -5.365592 -6.447638 2.047114 1.22 -0.30 -0.07 0.086
H -4.414495 -6.404542 0.538323 -0.04 -0.33 1.07 0.071
H -3.929698 -7.625692 1.790572 -0.33 0.88 0.22 0.090
C -1.016037 7.523362 -1.366805 -0.01 0.26 0.01 -0.054
C -2.163204 6.566165 -1.062285 0.40 -0.15 -0.07 -0.422
C -1.883675 5.634208 0.130750 -0.35 0.01 0.04 -0.193
O -1.012764 4.546882 -0.164176 0.03 0.15 0.15 -0.213
C 0.367266 4.867266 -0.111928 -0.01 -0.32 -0.20 -0.104
N -2.487258 5.809635 -2.278417 -0.12 -0.18 0.20 0.043
H -0.177008 7.030372 -1.859814 -0.06 -0.05 0.03 0.069
H -1.354654 8.317423 -2.036116 0.02 -0.10 -0.01 0.057
H -0.647543 7.996652 -0.453045 -0.01 -0.04 -0.01 0.078
H -3.032350 7.177762 -0.799990 -0.02 -0.12 0.06 0.134
H -2.832499 5.175165 0.426323 0.06 -0.07 -0.04 0.123
H -1.525209 6.194304 1.001827 0.08 0.06 -0.07 0.108
H 0.589448 5.601718 0.666691 -0.05 0.06 -0.06 0.090
H 0.711623 5.227923 -1.083831 0.13 0.17 0.09 0.075
H 0.916103 3.949997 0.111438 -0.09 0.00 0.05 0.085
H -3.310523 5.238611 -2.099255 -0.06 0.14 -0.10 0.070
H -1.745145 5.125256 -2.415913 0.01 0.15 -0.08 0.060
C -1.716022 10.454541 4.843591 0.09 0.21 0.12 -0.070
C -0.951859 9.208435 4.407798 -0.40 0.03 -0.05 -0.430
C -1.008534 8.953040 2.889754 0.25 -0.22 0.08 -0.209
O -2.235073 8.398813 2.433105 0.19 0.28 -0.14 -0.214
C -3.264700 9.348996 2.211901 -0.19 -0.30 0.02 -0.098
N -1.446041 8.055899 5.170066 0.12 -0.13 -0.27 0.039
H -2.796557 10.305795 4.838487 0.04 -0.06 -0.05 0.065
H -1.438291 10.729864 5.863074 -0.02 -0.09 -0.06 0.078
H -1.482965 11.304187 4.197038 -0.03 -0.03 0.00 0.079
H 0.098888 9.366042 4.671673 0.00 -0.09 -0.09 0.136
H -0.243914 8.207157 2.647296 -0.08 -0.05 0.00 0.114
H -0.754506 9.855472 2.320207 -0.11 0.08 0.04 0.120
H -2.874123 10.298241 1.835244 0.04 0.01 0.08 0.093
H -3.836885 9.509961 3.127548 -0.01 0.21 -0.04 0.076
H -3.947304 8.936019 1.466672 0.09 -0.03 0.00 0.084
H -0.874425 7.244755 4.944523 0.04 0.05 0.15 0.070
H -2.362623 7.815295 4.795713 0.02 0.08 0.14 0.069
C -3.472330 12.329794 -4.943847 -0.22 0.15 0.02 -0.073
C -3.079374 11.178576 -4.023486 0.24 0.09 -0.34 -0.431
C -1.725266 11.390164 -3.319450 -0.10 -0.27 0.14 -0.209
O -0.594095 11.157847 -4.145383 -0.11 0.29 0.21 -0.193
C -0.226425 12.254039 -4.965934 0.16 -0.27 -0.16 -0.105
N -3.102348 9.927033 -4.789986 0.17 -0.05 0.26 0.043
H -2.908034 12.330374 -5.877147 0.04 -0.05 0.07 0.064
H -4.528514 12.255143 -5.211427 0.08 -0.06 0.01 0.077
H -3.323770 13.294254 -4.451766 0.03 -0.02 -0.03 0.079
H -3.844933 11.114177 -3.243023 0.09 -0.06 0.05 0.134
H -1.651165 10.656235 -2.510384 0.06 -0.02 -0.07 0.104
H -1.666729 12.379332 -2.848443 -0.01 0.08 -0.12 0.119
H -0.403659 13.213931 -4.473107 -0.09 -0.02 -0.01 0.091
H -0.758859 12.212079 -5.918334 -0.03 0.21 0.00 0.075
H 0.839952 12.168247 -5.181305 -0.04 -0.04 0.09 0.087
H -2.929496 9.149891 -4.155355 -0.15 -0.03 -0.06 0.062
H -2.283475 9.928228 -5.396230 -0.14 0.03 -0.04 0.071
C -6.245978 -5.001985 6.872694 0.01 -0.28 0.07 -0.067
C -5.818424 -4.469000 5.509046 -0.16 0.31 0.32 -0.437
C -4.653845 -3.462823 5.579832 0.03 0.01 -0.30 -0.222
O -5.028146 -2.162521 6.004310 0.26 -0.29 0.09 -0.188
C -5.119358 -2.002249 7.411205 -0.20 0.28 -0.08 -0.099
N -6.987783 -3.896712 4.833438 0.25 0.09 -0.18 0.046
H -6.819236 -4.272505 7.445408 0.06 0.04 -0.08 0.067
H -6.882114 -5.881399 6.751641 0.01 0.10 -0.04 0.079
H -5.378918 -5.300988 7.467033 -0.02 0.04 0.00 0.080
H -5.471375 -5.327578 4.921557 0.05 0.07 -0.07 0.121
H -4.260769 -3.336496 4.565851 -0.08 0.10 0.05 0.070
H -3.825807 -3.847737 6.189407 -0.08 -0.02 0.16 0.119
H -4.371505 -2.597735 7.941966 -0.04 -0.07 -0.03 0.092
H -6.122883 -2.255273 7.758767 0.08 -0.10 0.17 0.077
H -4.947992 -0.949347 7.639900 0.04 -0.04 -0.09 0.089
H -6.719734 -3.624917 3.889859 -0.07 -0.10 0.00 0.054
H -7.196625 -3.009428 5.288618 -0.08 -0.14 0.03 0.074

[2]
102
Properties=species:S:1:pos:R:3:forces:R:3:mulliken_spin:R:1 method="wB97M-V/def2-TZVPD" homo_ev="-0.31 / -4.02" relative_energy_kcal_mol=117.4 total_charge=-1 gap_ev="2.283 / 4.426" multiplicity=5 lumo_energy_ev="1.98 / 0.40"
Os 0.667763 1.682677 0.630743 0.93 1.52 -7.49 1.363
S 1.119939 3.906034 0.050785 0.81 -0.75 0.54 0.209
C -0.338067 4.485299 -0.654251 -2.03 -0.45 -1.04 -0.020
C -0.273549 5.577149 -1.527703 -0.61 0.00 -0.04 0.040
C -1.347355 5.917694 -2.357743 0.28 0.77 -0.28 -0.015
C -2.562785 5.263054 -2.223561 -1.51 -0.55 0.26 0.027
C -2.676859 4.180742 -1.332692 1.62 0.36 -0.21 -0.016
C -1.547548 3.712002 -0.603802 0.20 0.95 -0.74 0.042
S -1.570213 2.111415 0.110786 -1.23 0.73 1.04 0.138
H 0.644410 6.145428 -1.557671 0.17 -0.04 -0.26 -0.001
H -1.223676 6.687538 -3.148989 -0.06 -0.47 0.81 0.003
H -3.515680 5.547702 -2.781578 1.68 -0.31 0.50 0.002
H -3.563053 3.585479 -1.354055 -0.52 -0.25 0.23 -0.001
F 3.140708 0.615475 -0.996277 0.04 0.08 -0.51 0.008
C 2.702681 0.965511 0.195684 -0.50 -0.42 1.82 0.033
F 2.834633 -0.280256 0.939854 0.40 1.02 -0.57 0.001
F 3.672390 1.814084 0.703202 -0.07 -0.58 0.01 0.003
C -3.040826 -8.373922 -1.170918 1.81 -0.07 0.16 0.000
C -1.930404 -7.936621 -2.213840 -0.44 -1.41 -0.38 0.000
C -0.441820 -8.189336 -1.831848 -0.49 0.15 1.03 0.000
C -2.109010 -6.578953 -2.811710 -1.30 2.62 0.38 0.001
N -1.848620 -5.509968 -1.829495 2.22 -1.29 1.53 0.000
C -2.453017 -4.381920 -1.627344 -1.02 1.53 0.37 0.000
N -1.758645 -3.589463 -0.821998 0.16 -0.63 -0.09 0.000
N -0.656378 -4.292500 -0.506267 -0.61 -1.90 -0.69 0.000
N -0.677060 -5.500743 -1.062425 -1.12 2.73 -0.43 0.000
H -2.942378 -9.460891 -0.857551 -0.09 1.32 -0.57 0.000
H -4.002689 -8.176421 -1.599275 -0.65 -0.18 -0.30 0.000
H -2.981603 -7.759302 -0.263592 0.14 -0.15 -0.09 0.000
H -2.091102 -8.574556 -3.112325 0.05 0.00 0.52 0.000
H -0.019876 -7.593025 -0.979063 -0.81 -0.65 -0.89 0.000
H 0.196154 -7.994265 -2.691212 0.04 -0.10 -0.09 0.000
H -0.413274 -9.238033 -1.566666 0.42 -0.37 -0.03 0.000
H -3.165680 -6.241725 -3.209038 1.99 -1.31 0.41 0.000
H -1.313425 -6.354173 -3.525620 -0.45 -0.54 -0.61 0.000
H -3.446287 -4.192537 -2.005870 0.18 0.30 -0.14 0.000
C -0.826931 -1.647791 4.984236 0.77 -0.12 0.73 0.002
C -0.038058 -1.157361 3.727269 0.11 0.56 0.38 -0.015
C 1.239300 -2.022958 3.590135 0.41 -0.16 -0.05 -0.003
C -0.839752 -1.336184 2.399420 -0.70 -1.17 0.61 0.068
P 0.550335 0.714431 3.814252 0.11 1.04 -1.75 0.021
N 0.868308 1.080881 2.207683 -0.07 -2.32 7.57 0.205
C 2.217490 1.039927 4.783984 -1.78 -1.50 -0.43 0.019
C 3.363393 0.695216 3.820658 -0.20 -1.32 0.89 0.006
C 2.230462 0.253727 6.115596 -0.17 -0.83 -1.06 0.004
C 2.312023 2.484480 5.113686 0.51 1.67 0.83 0.007
C -0.818423 1.943403 4.437937 -0.01 -0.05 -0.71 0.052
C -0.504696 3.422037 4.095160 1.06 0.25 1.26 -0.022
C -1.184887 1.806067 5.938197 0.11 0.89 -0.22 0.003
C -2.057218 1.579888 3.587751 0.02 -1.16 0.11 -0.018
H -1.174794 -2.701826 4.864725 0.62 0.58 -0.19 -0.001
H -1.756461 -1.108326 5.176727 0.23 0.28 -0.03 0.001
H -0.160294 -1.615177 5.917497 -1.00 0.01 -1.20 0.000
H 0.885694 -3.077845 3.470709 0.44 0.71 0.14 0.001
H 1.923282 -1.934965 4.465339 -0.65 -0.32 -0.55 0.000
H 1.846798 -1.754142 2.694050 -0.65 -0.16 0.51 0.001
H -1.580069 -2.221311 2.547858 1.13 1.55 -0.33 0.000
H -0.083377 -1.654704 1.690344 -0.32 0.02 -0.53 -0.012
H -1.354028 -0.449307 1.989587 0.17 -0.56 0.42 -0.005
H 4.213388 0.461210 4.455873 0.42 0.14 0.16 0.001
H 3.608474 1.551040 3.222137 0.00 0.08 -0.65 -0.006
H 3.197082 -0.227018 3.233840 0.00 0.89 0.04 -0.003
H 2.230309 -0.836178 5.997145 0.39 0.23 -0.20 0.000
H 1.350913 0.407379 6.719737 -0.26 0.65 0.34 0.000
H 3.131160 0.551235 6.623784 0.30 0.05 0.55 -0.001
H 2.219579 3.107423 4.225120 0.22 0.03 -0.09 -0.004
H 3.333264 2.638745 5.556527 -0.76 0.06 -0.39 0.001
H 1.577563 2.892375 5.841830 0.47 -0.66 -0.27 -0.001
H 0.193605 3.813813 4.863919 -0.72 0.07 -0.38 0.000
H -1.450151 3.952383 4.173839 -0.08 0.18 0.04 0.002
H -0.039364 3.716201 3.152825 -0.24 -0.74 -0.32 0.012
H -0.491840 2.228701 6.676327 0.16 0.29 -0.51 0.000
H -1.230956 0.786234 6.207761 -0.38 -1.30 0.25 0.001
H -2.171460 2.262540 6.139034 0.35 -0.15 -0.23 0.000
H -1.907081 1.637046 2.486564 0.08 -0.07 0.87 0.001
H -2.878022 2.240831 3.823814 -0.17 0.52 0.17 0.001
H -2.418547 0.581680 3.898269 0.12 0.21 -0.45 0.002
S 2.628183 3.262275 -2.687968 0.79 1.20 0.80 0.758
P 1.239709 1.974562 -3.254000 0.13 -1.05 -3.08 0.082
S 0.243672 0.977793 -1.875634 -0.45 -0.60 1.21 0.117
C 2.079021 0.841761 -4.375565 -0.26 1.22 0.55 0.111
C 1.212952 -0.050344 -5.066707 0.09 -0.72 0.04 0.105
C 1.707521 -0.763025 -6.145694 -0.34 0.52 0.52 -0.063
C 3.019885 -0.546042 -6.649357 -0.76 -0.13 0.79 0.331
C 3.877629 0.269600 -5.872691 -0.91 0.33 0.04 -0.104
C 3.441705 1.023874 -4.777874 -0.13 -0.99 -0.16 0.219
C 0.071968 2.735057 -4.463247 -1.83 -0.66 2.77 -0.008
C 0.427973 3.771561 -5.287666 -0.83 0.25 -1.40 0.031
C -0.517913 4.362042 -6.130140 -0.36 -0.40 0.49 -0.023
C -1.866914 3.946094 -6.122835 0.14 -0.12 -0.21 0.090
C -2.270542 2.932079 -5.226544 1.50 -0.79 0.40 -0.068
C -1.313101 2.326490 -4.368786 1.05 2.22 -1.72 0.129
H 0.204170 -0.182649 -4.616011 0.70 -0.21 -0.74 0.046
H 1.117350 -1.537667 -6.608239 -0.38 -0.02 -0.15 -0.003
H 3.262775 -1.107181 -7.554425 0.58 0.34 0.41 0.035
H 4.883858 0.257213 -6.178724 1.36 0.40 -0.15 -0.009
H 4.065619 1.615564 -4.081029 0.02 -0.52 -0.91 0.039
H 1.438768 4.070038 -5.407586 0.87 0.29 0.26 0.026
H -0.191185 5.168827 -6.781555 -0.14 -0.14 -0.02 0.000
H -2.529208 4.401367 -6.884185 0.16 -0.40 0.76 0.014
H -3.249528 2.465976 -5.169145 -0.24 0.63 -0.26 -0.003
H -1.578180 1.702259 -3.552218 -0.42 -0.70 0.26 0.011